(1)
# CH5N3

The molecule CH5N3 (wB97M-V/def2-TZVPD, the OMol25 dataset).

The geometry in XYZ format:
```
9
Properties=species:S:1:pos:R:3
C -0.429 -0.598 -0.184
H -0.506 2.043 -0.144
H 0.708 1.758 -1.215
H 1.014 0.213 1.038
H -1.073 -0.240 -0.987
H 0.059 -2.010 1.011
N 0.433 1.685 -0.240
N 0.513 0.350 0.174
N -0.607 -1.775 0.266
```

Results
Maximum force: 0.55 eV Å⁻¹
Total charge: 0
ΔE to the lowest compared entry with this formula, charge and spin: 42.05 kcal per mole
SMILES: [H]/N=C\NN
Total energy: -5587.1528 eV
E_HOMO: -0.3418 hartree

How is the electron density shared among the atoms? According to Löwdin, the charges in e are: number 1, C, carries -0.34; number 2, H, carries 0.07; number 3, H, carries 0.08; number 4, H, carries 0.12; number 5, H, carries 0.11; number 6, H, carries 0.03; number 7, N, carries -0.01; number 8, N, carries -0.12; number 9, N, carries 0.06

***

(2)
# CH5N3

The molecule CH5N3 (wB97M-V/def2-TZVPD, the OMol25 dataset).

The geometry in XYZ format:
```
9
Properties=species:S:1:pos:R:3
N 0.970 -0.067 -0.808
C 0.082 0.084 0.299
N -0.696 -1.056 0.590
N -0.297 1.169 0.903
H 1.076 0.839 -1.211
H 1.759 -0.729 -1.041
H -1.477 -0.821 1.253
H -0.933 -1.485 -0.329
H -0.483 2.065 0.345
```

Results
Maximum force: 2.66 eV Å⁻¹
Total charge: 0
ΔE to the lowest compared entry with this formula, charge and spin: 40.01 kcal per mole
SMILES: N=C(N)N
Total energy: -5587.2412 eV
E_HOMO: -0.3035 hartree

How is the electron density shared among the atoms? According to Löwdin, the charges in e are: number 1, N, carries 0.08; number 2, C, carries -0.60; number 3, N, carries 0.05; number 4, N, carries 0.03; number 5, H, carries 0.06; number 6, H, carries 0.12; number 7, H, carries 0.10; number 8, H, carries 0.09; number 9, H, carries 0.07

***

(3)
# CH5N3O

The molecule CH5N3O (wB97M-V/def2-TZVPD, the OMol25 dataset).

The geometry in XYZ format:
```
10
Properties=species:S:1:pos:R:3
C 0.492 -0.167 -0.348
H -0.369 0.031 2.286
H 0.999 1.201 2.236
H 1.258 -0.833 -0.056
H -0.040 -1.381 -2.025
H -1.346 0.635 -0.980
N 0.495 0.274 1.766
N -0.055 0.640 0.472
N -0.140 -0.552 -1.583
O -1.293 0.151 -1.768
```

Results
Maximum force: 7.27 eV Å⁻¹
Total charge: 0
ΔE to the lowest compared entry with this formula, charge and spin: 87.31 kcal per mole
SMILES: N/N=C/NO
Total energy: -7631.8514 eV
E_HOMO: -0.3180 hartree

How is the electron density shared among the atoms? According to Löwdin, the charges in e are: number 1, C, carries -0.19; number 2, H, carries 0.07; number 3, H, carries 0.14; number 4, H, carries 0.10; number 5, H, carries 0.09; number 6, H, carries 0.02; number 7, N, carries -0.08; number 8, N, carries -0.09; number 9, N, carries -0.04; number 10, O, carries -0.02

***

(4)
# CH5N3O

The molecule CH5N3O (wB97M-V/def2-TZVPD, the OMol25 dataset).

The geometry in XYZ format:
```
10
Properties=species:S:1:pos:R:3
C 0.036 0.667 -0.055
H -1.855 -1.146 -0.832
H -2.796 -0.438 0.563
H 0.528 1.564 -0.384
H 0.320 -1.206 0.228
H 2.188 0.152 1.012
N -1.797 -0.555 0.115
N -1.227 0.741 0.015
N 0.785 -0.439 -0.212
O 2.134 -0.145 0.040
```

Results
Maximum force: 3.30 eV Å⁻¹
Total charge: 0
ΔE to the lowest compared entry with this formula, charge and spin: 76.66 kcal per mole
SMILES: N/N=C\NO
Total energy: -7632.3131 eV
E_HOMO: -0.3155 hartree

How is the electron density shared among the atoms? According to Löwdin, the charges in e are: number 1, C, carries -0.30; number 2, H, carries 0.13; number 3, H, carries 0.11; number 4, H, carries 0.12; number 5, H, carries 0.10; number 6, H, carries 0.13; number 7, N, carries -0.10; number 8, N, carries -0.07; number 9, N, carries -0.07; number 10, O, carries -0.06